Entry 1:
{"formula": "C6H8", "method": "ωB97M-V/def2-TZVPD", "symbols": ["C", "C", "C", "C", "C", "C", "H", "H", "H", "H", "H", "H", "H", "H"], "coordinates": [[-1.04645, 1.45431, -0.80983], [-1.25116, 0.82489, 0.34614], [-0.22175, -0.23586, 0.50116], [0.09092, -0.81384, 1.68334], [0.54798, -0.79230, -0.63016], [1.75454, -0.42087, -0.96587], [-1.54568, 2.42078, -0.93032], [-0.50959, 1.01875, -1.61515], [-1.84003, 0.92926, 1.19199], [0.85777, -1.62599, 1.70584], [-0.63570, -0.59588, 2.43596], [0.07566, -1.48781, -1.12994], [1.98225, -1.09734, -1.83080], [2.37081, 0.34024, -0.57619]], "atomic_forces_ev_per_a": [[-2.66, 2.07, 1.09], [3.62, -2.18, -2.19], [0.37, -1.67, 1.54], [-0.47, -0.15, -1.50], [0.85, 4.48, 3.35], [-0.12, -2.51, -2.60], [0.01, -0.35, -0.59], [0.72, 0.07, -0.25], [-1.25, 1.20, 1.18], [-0.85, 0.97, 0.44], [0.27, -0.13, 1.22], [-2.28, -3.63, -2.71], [1.28, 1.25, 0.64], [0.51, 0.58, 0.40]], "mulliken_charge": [-0.77, -0.41, 0.77, -0.91, -0.85, -0.50, 0.25, 0.39, 0.39, 0.31, 0.28, 0.51, 0.21, 0.34], "smiles": "C=CC(=C)C=C", "e_above_lowest_ev": 2.443, "orbital_gap_ev": 9.85, "multiplicity": 1, "total_charge": 0, "e_lumo_ev": 1.11, "energy_ev": -6348.3410}

=====

Entry 2:
{"formula": "C6H8", "method": "ωB97M-V/def2-TZVPD", "symbols": ["C", "C", "C", "C", "C", "C", "H", "H", "H", "H", "H", "H", "H", "H"], "coordinates": [[1.97135, -0.61792, -0.09350], [2.81510, 0.40597, -0.02386], [-0.49004, 0.03346, -0.23188], [0.60844, -0.51376, 0.40862], [-2.94527, 0.31670, -0.27972], [-1.75948, 0.04129, 0.35493], [2.25186, -1.59948, -0.47495], [3.77501, 0.41839, -0.52507], [2.46945, 1.36333, 0.35074], [-0.34612, 0.64770, -1.11266], [0.39689, -1.02225, 1.35006], [-3.00581, 0.63356, -1.31779], [-3.89634, 0.22690, 0.22866], [-1.84503, -0.33390, 1.36644]], "atomic_forces_ev_per_a": [[0.03, 0.40, -0.07], [-0.45, 0.48, -1.00], [0.12, 1.56, -0.10], [-0.20, -0.89, 0.57], [-0.09, 0.51, -0.54], [-0.22, -0.92, 0.53], [0.07, 0.04, 0.11], [0.16, -0.37, 0.46], [0.12, -0.05, 0.16], [0.07, -0.45, -0.45], [-0.02, -0.11, -0.04], [0.22, -0.05, 0.08], [0.10, -0.06, 0.15], [0.09, -0.09, 0.15]], "mulliken_charge": [-0.22, -0.60, 0.23, -0.30, -0.70, 0.11, 0.33, 0.29, 0.28, 0.37, 0.35, 0.28, 0.30, 0.30], "e_above_lowest_ev": 0.359, "orbital_gap_ev": [9.22, 6.49], "s2": 0.785, "multiplicity": 2, "total_charge": 1, "e_lumo_ev": [-5.36, -8.15], "energy_ev": -6341.1355}